12
Properties=species:S:1:pos:R:3 method="wB97M-V/def2-TZVPD" de_lowest_kcal_mol=100.1 charge=+1 homo_lumo_gap_ha="0.26257 / 0.28129" total_energy_ha=-390.00290
C -0.54772 -0.18677 0.13587
C -1.86531 -0.31316 0.19960
C 2.04652 0.03572 0.24043
N 4.34333 -0.60575 0.36678
N 0.01440 0.92675 -0.41250
N 3.33121 -0.09818 0.16630
N 1.29229 0.89621 -0.49120
N -3.13965 -0.36460 0.08778
H 0.23401 -0.96676 0.48292
H 1.66971 1.74365 -1.06191
H -3.65739 -0.70856 -0.68546
H -3.72141 -0.35855 0.97139

---

12
Properties=species:S:1:pos:R:3 method="wB97M-V/def2-TZVPD" de_lowest_kcal_mol=13.6 charge=0 homo_lumo_gap_ha=0.28435 smiles="C=CSC(=S)C(=O)O" total_energy_ha=-1101.63954
C -1.97856 1.79752 -1.39542
C -1.52348 0.67558 -0.86150
S -0.25754 0.75036 0.42146
C 0.71861 -0.67329 0.22333
S 0.66722 -1.61870 -1.10439
C 1.63454 -0.89964 1.41653
O 1.59823 -0.27512 2.44193
O 2.45819 -1.93703 1.20483
H -1.65318 2.80648 -1.20368
H -2.66480 1.72425 -2.20484
H -1.91434 -0.29389 -1.01350
H 2.91511 -2.05652 2.07525

---

65
Properties=species:S:1:pos:R:3 method="wB97M-V/def2-TZVPD" s2=0.791 multiplicity=2 de_lowest_kcal_mol=0.0 charge=0 homo_lumo_gap_ha="0.27107 / 0.25325" total_energy_ha=-4155.13525
Mn -0.00517 -0.14529 -0.81192
S -0.98439 -4.51632 -0.90401
C -1.84111 -3.86548 0.43180
C -1.61446 -2.53026 0.58813
C -0.70842 -1.96029 -0.36753
C -0.31145 -2.94865 -1.23620
C 0.59189 -2.59978 -2.29992
C 1.19278 -3.49617 -3.19068
C 2.14880 -3.03460 -4.06828
C 2.50629 -1.69084 -4.03701
C 1.85186 -0.85938 -3.15088
N 0.89097 -1.27576 -2.32370
H -2.47651 -4.50632 1.02446
H -2.09661 -1.95734 1.37374
H 0.91556 -4.54158 -3.16389
H 2.63003 -3.71530 -4.75910
H 3.27434 -1.29481 -4.68586
H 2.09295 0.19385 -3.08566
N -3.44294 3.64890 0.02548
C -2.85624 2.27285 0.25583
C -3.56967 1.56868 1.39982
P -1.10276 2.56040 0.75254
O -0.64201 3.48108 -0.52895
O -1.10036 3.41029 1.96610
O -0.42619 1.23129 0.71029
P -2.99508 1.41565 -1.38602
O -4.47231 0.76270 -1.34618
O -2.99392 2.56305 -2.34016
O -2.01248 0.29611 -1.38667
H -4.44190 3.66790 0.22332
H -3.28874 3.81334 -1.00039
H -2.96680 4.34050 0.61112
H -3.42885 2.09687 2.34450
H -3.14567 0.56831 1.50223
H -4.63370 1.45711 1.18337
H 0.14289 4.00211 -0.32306
H -4.41050 -0.19003 -1.21322
C 0.62386 -2.06472 3.74217
S 0.95982 -0.38286 3.18136
C -0.39205 0.43580 4.04090
O 2.21497 0.03266 3.87790
H 0.45456 -2.08589 4.81851
H 1.51288 -2.63996 3.49038
H -0.22863 -2.46446 3.19210
H -1.33844 0.03352 3.67701
H -0.33255 1.49517 3.79579
H -0.28360 0.27479 5.11327
C 4.50734 0.93691 2.13118
N 3.61196 0.17545 1.28452
C 3.65875 -1.17433 1.05171
C 2.57550 -1.46423 0.27950
N 1.86455 -0.31445 0.04437
C 2.52423 0.64879 0.65634
H 4.70532 0.36787 3.03553
H 4.00941 1.85649 2.42602
H 5.43663 1.16523 1.60934
H 4.42497 -1.79834 1.47657
H 2.23827 -2.41909 -0.08867
H 2.20536 1.67345 0.73540
C -0.25271 1.42591 -3.72764
O 0.35438 1.60541 -2.43826
H -0.35580 2.38894 -4.22891
H -1.23073 0.95935 -3.63460
H 0.39513 0.78623 -4.31999
H -0.13351 2.32357 -2.00523

---

19
Properties=species:S:1:pos:R:3 method="wB97M-V/def2-TZVPD" charge=+1 homo_lumo_gap_ha=0.35448 total_energy_ha=-713.54582
C -0.20481 0.66397 1.55713
C -0.86040 0.57466 0.53264
C -1.64286 0.70576 -0.69246
C -0.79958 1.26621 -1.86339
O 0.05372 0.32317 -2.39993
Tl -0.07365 -0.00909 -4.44980
H -2.50782 1.35762 -0.49795
H -2.02161 -0.29002 -0.96937
H -0.25397 2.15536 -1.48616
H -1.53536 1.65453 -2.59871
C 1.20250 -2.81451 0.57074
O 1.14494 -0.56784 3.04086
C 0.65506 0.49296 2.71437
O 0.92211 1.58886 3.41523
H 1.78455 -3.67062 0.95381
H 0.32547 -2.47843 1.15413
H 1.47903 2.20977 2.92537
O 1.28286 -2.46541 -0.59520
Li 1.04981 -0.69695 -1.31131

---

75
Properties=species:S:1:pos:R:3 method="wB97M-V/def2-TZVPD" de_lowest_kcal_mol=0.0 charge=0 homo_lumo_gap_ha=0.23951 total_energy_ha=-2226.22536
Pd 0.02772 0.21022 0.33686
C 4.90385 0.09976 0.55417
C 3.43289 -0.14855 0.87499
C 2.97963 0.68292 2.08011
P 2.22489 0.14000 -0.50523
C 2.85416 -0.81732 -1.96172
C 1.88207 -0.58977 -3.12174
C 3.01665 -2.30285 -1.63818
C 2.39652 1.85579 -1.04649
C 3.59044 2.41016 -1.50421
C 3.69277 3.74784 -1.84681
C 5.00370 4.35607 -2.27371
C 2.53535 4.52679 -1.74907
C 1.33062 3.99403 -1.34871
C 1.21871 2.62889 -0.99268
N 0.03381 2.04577 -0.68805
C -1.13058 2.78818 -0.44458
C -1.29660 3.49334 0.76460
C -0.21045 3.45138 1.80356
C -2.48440 4.17385 0.99202
C -3.52246 4.16733 0.06492
C -4.81438 4.88647 0.35030
C -3.34258 3.45923 -1.11643
C -2.16273 2.77928 -1.39231
C -1.96976 2.06147 -2.69910
H 5.51558 -0.32214 1.35322
H 5.11111 1.16751 0.50250
H 5.21479 -0.36764 -0.38267
H 3.30790 -1.20990 1.11848
H 3.07204 1.74862 1.85789
H 3.60440 0.46108 2.94770
H 1.94462 0.46446 2.34789
H 3.82763 -0.39179 -2.21546
H 0.87181 -0.87503 -2.82638
H 2.16694 -1.19014 -3.98790
H 1.86043 0.46012 -3.41698
H 2.04768 -2.75541 -1.41886
H 3.66706 -2.45347 -0.77480
H 3.45294 -2.82528 -2.49103
H 4.46689 1.78137 -1.60564
H 5.77037 3.59079 -2.39376
H 5.35520 5.07060 -1.52530
H 4.90795 4.89500 -3.21812
H 2.58697 5.57847 -2.01000
H 0.44004 4.61000 -1.31923
H 0.07484 2.41532 2.00595
H -0.54697 3.91056 2.73272
H 0.68474 3.97577 1.46271
H -2.60908 4.72010 1.92219
H -4.63786 5.77312 0.95862
H -5.50094 4.23706 0.89857
H -5.30627 5.19017 -0.57312
H -4.13954 3.44261 -1.85382
H -2.92897 1.87619 -3.18367
H -1.45603 1.11259 -2.54456
H -1.35201 2.65533 -3.37649
N -2.17667 0.47428 1.18398
N -2.28473 -0.75279 1.88169
C -1.17823 -1.08496 2.73630
O -1.38135 -1.97214 3.55852
O -0.10734 -0.44876 2.49296
H -2.34741 1.28026 1.77881
H -2.83297 0.48515 0.41431
H -3.16798 -0.92545 2.33819
I -1.63980 -1.73171 -1.48886
C -0.57593 -2.98336 -0.16006
C -0.91821 -4.31679 -0.03703
C -0.24496 -5.04631 0.93246
C 0.71188 -4.42092 1.71612
C 0.99550 -3.08770 1.47525
N 0.36937 -2.38395 0.53281
H -1.68320 -4.75851 -0.65764
H -0.47910 -6.09273 1.07873
H 1.20957 -4.95229 2.51426
H 1.72656 -2.54540 2.06192

---

9
Properties=species:S:1:pos:R:3 method="wB97M-V/def2-TZVPD" de_lowest_kcal_mol=7.5 charge=0 homo_lumo_gap_ha=0.42161 smiles=N#C[SiH2][SiH3] total_energy_ha=-674.76829
N -2.97097 -0.57232 -0.38939
C -2.02811 0.03553 -0.17120
Si -0.40064 0.90432 0.05492
Si 1.37084 -0.53339 -0.13791
H -0.67651 2.09401 -0.70258
H -0.60163 1.07706 1.68389
H 0.68439 -1.74892 0.26467
H 2.26122 -0.87769 -1.42007
H 2.36141 -0.37860 0.81768

---

15
Properties=species:S:1:pos:R:3 method="wB97M-V/def2-TZVPD" de_lowest_kcal_mol=104.4 charge=0 homo_lumo_gap_ha="0.31677 / 0.31674" total_energy_ha=-610.58733
C -1.47544 -0.16131 -0.96911
C -2.75157 -0.53952 -0.14639
C 1.86217 -0.15930 0.46064
C 1.04307 0.46401 -0.71981
N -0.41213 1.38555 1.21745
S -0.51205 1.27521 -0.30544
H -1.27774 -0.39517 -2.06465
H -2.84908 0.04065 0.73936
H -3.46542 -1.23740 -0.49343
H 2.14960 0.67738 1.17571
H 1.15141 -0.87760 1.02941
H 2.77345 -0.72075 0.15885
H 0.76333 -0.36527 -1.34872
H 1.68270 1.21108 -1.35379
H -1.14411 1.98034 1.60839

---

80
Properties=species:S:1:pos:R:3 method="wB97M-V/def2-TZVPD" s2=3.773 multiplicity=4 de_lowest_kcal_mol=0.5 charge=+2 homo_lumo_gap_ha="0.23780 / 0.26684" total_energy_ha=-7157.96145
Ni -0.57772 1.08876 0.88320
N -2.57123 1.43439 0.44677
C -2.95173 0.50511 -0.63550
C -1.84388 0.51650 -1.67417
N -0.50879 0.26811 -1.05700
C 0.11267 -1.01435 -1.45990
C -0.44407 -2.24079 -0.75345
N 0.09282 -2.42672 0.62522
H -3.20345 1.35954 1.23797
H -2.63196 2.39969 0.12671
H -3.90031 0.77583 -1.10086
H -3.06811 -0.48602 -0.19373
H -1.81464 1.50043 -2.14767
H -2.04612 -0.21381 -2.45874
H 0.11428 0.98788 -1.42898
H 1.18709 -0.93939 -1.29099
H -0.02271 -1.15918 -2.53445
H -0.16518 -3.12019 -1.33173
H -1.53458 -2.20649 -0.71345
H -0.45965 -3.13716 1.10387
H -0.00170 -1.57500 1.17813
C 1.48307 4.57596 -2.86533
C 1.92196 3.29645 -2.55650
C 1.56960 2.71689 -1.34520
C 0.76593 3.41635 -0.44321
C 0.34920 4.71067 -0.74151
C 0.71057 5.28211 -1.95169
N 0.36231 2.77301 0.74947
N 0.45644 3.47636 1.86170
C -0.00560 2.79963 2.94913
C 0.10257 3.38326 4.22445
C -0.34341 2.68798 5.31692
C -0.90131 1.40896 5.14914
C -0.98278 0.89436 3.88337
N -0.55008 1.56216 2.79432
H 1.75945 5.03288 -3.80540
H 2.56460 2.76149 -3.24351
H 1.98541 1.75626 -1.04871
H -0.24268 5.25295 -0.01626
H 0.38628 6.28770 -2.18372
H 0.53958 4.36824 4.30063
H -0.26881 3.12088 6.30527
H -1.26457 0.83984 5.99166
H -1.41153 -0.08692 3.71082
C -0.04377 -5.75962 1.44265
Ge 1.78314 -5.24844 1.94532
C 3.11962 -6.41875 1.15149
C 1.93188 -5.06707 3.87864
Ge 2.08491 -3.04662 0.88462
C 2.76738 -2.98728 -0.92176
C 2.40513 -3.97200 -1.84461
C 2.91348 -3.94912 -3.13471
C 3.80450 -2.94962 -3.50553
C 4.18781 -1.97769 -2.59103
C 3.67119 -1.99385 -1.30316
C 2.67030 -1.51834 1.90911
C 3.58218 -1.71398 2.94418
C 4.09484 -0.62993 3.64540
C 3.69448 0.65894 3.32276
C 2.77841 0.87270 2.29900
C 2.27902 -0.21406 1.60009
H -0.21122 -6.80649 1.69536
H -0.21667 -5.65413 0.36968
H -0.79033 -5.17736 1.98843
H 2.98182 -7.42802 1.54003
H 4.12804 -6.09070 1.39920
H 3.01930 -6.44914 0.06739
H 1.66998 -6.02933 4.32051
H 1.24273 -4.31538 4.26222
H 2.94057 -4.81060 4.19603
H 1.73148 -4.77341 -1.55489
H 2.63103 -4.71558 -3.84391
H 4.21454 -2.94007 -4.50658
H 4.89957 -1.21523 -2.87869
H 3.98350 -1.23814 -0.59017
H 3.90420 -2.71543 3.20696
H 4.80801 -0.79152 4.44235
H 4.09861 1.50201 3.86676
H 2.47308 1.87861 2.04266
H 1.56683 -0.04640 0.78200